Record 1
Below is C19H16AuBrIN2O4 as an isolated structure, with properties calculated with wB97M-V/def2-TZVPD.

Structure (XYZ):
```
44
Properties=species:S:1:pos:R:3:forces:R:3
Au 1.414774 -0.152800 0.631243 0.128 -0.245 0.060
C 1.423234 0.420280 4.690777 -0.040 0.060 0.046
C 0.912983 0.769354 3.322820 -0.075 0.391 -0.081
O 0.860485 -0.289956 2.525911 0.225 -0.166 -0.093
C 0.604928 2.031217 2.961664 -0.132 -0.239 0.106
C 0.133271 2.454802 1.638661 -0.023 0.095 0.061
C 0.746460 3.709252 1.076996 0.064 -0.045 -0.052
N -0.782633 1.915252 0.926274 0.279 0.142 -0.300
N -1.567501 0.917160 1.402039 -0.241 -0.362 0.290
C -1.409977 -0.273393 0.963692 -0.173 0.184 0.150
O -0.448415 -0.729692 0.178167 0.271 0.045 -0.324
C -2.426556 -1.294466 1.334129 -0.065 -0.012 0.103
C -2.145489 -2.648388 1.182292 0.012 0.053 -0.011
C -3.088637 -3.604545 1.528649 -0.026 -0.019 0.014
C -4.324687 -3.218984 2.024989 -0.005 -0.032 -0.012
C -4.608514 -1.868093 2.179857 -0.024 0.007 0.026
C -3.667528 -0.912599 1.838306 -0.004 0.013 0.001
H 2.511109 0.336169 4.656922 0.025 -0.039 -0.017
H 1.025141 -0.548298 4.991898 -0.039 -0.001 0.008
H 1.141276 1.172818 5.425432 0.029 0.018 0.014
H 0.835459 2.821797 3.665120 -0.040 0.032 0.060
H 0.287211 4.588736 1.539430 0.018 -0.002 0.021
H 0.582168 3.739286 0.003215 -0.016 0.034 -0.031
H 1.817537 3.738543 1.279239 0.017 -0.006 -0.019
H -1.179902 -2.936102 0.792878 0.025 -0.009 -0.020
H -2.855143 -4.655093 1.412108 0.000 -0.031 -0.014
H -5.065911 -3.964499 2.285073 0.002 -0.013 0.020
H -5.569649 -1.558485 2.570573 -0.030 0.004 0.000
H -3.873376 0.142018 1.957501 0.009 0.016 -0.009
Br 3.678512 0.456519 1.224071 -0.042 -0.016 -0.016
I 1.977339 -0.968629 -8.251100 -0.015 0.002 0.002
C 1.863624 -0.472090 -6.220052 0.013 -0.007 -0.023
C 1.917185 0.860440 -5.842240 0.001 0.018 -0.040
C 1.853186 1.179712 -4.495687 -0.025 -0.007 0.016
C 1.749819 0.180569 -3.537512 0.004 0.073 -0.032
C 1.695482 -1.148250 -3.934812 0.033 -0.003 0.070
C 1.746033 -1.482025 -5.278978 0.001 -0.031 -0.059
C 1.678353 0.575582 -2.083356 0.114 0.309 -0.202
O 1.428919 1.718982 -1.755649 -0.017 -0.031 -0.035
O 1.935359 -0.416741 -1.289854 -0.236 -0.183 0.319
H 2.004007 1.638967 -6.587417 0.008 0.005 -0.008
H 1.879473 2.208852 -4.165416 -0.007 0.025 0.014
H 1.614271 -1.916719 -3.179209 -0.009 -0.015 0.002
H 1.696302 -2.516473 -5.588629 0.007 -0.016 -0.004
```
Positions in Å, forces in eV/Å.

Results
Lowest unoccupied orbital energy ... 1.98 eV
Net charge ... -1
Kohn-Sham gap ... 7.11 eV
HOMO ... -0.1887 Eh

Record 2
Below is one molecule with the formula C19H16BrN5O in a non-equilibrium geometry, with properties calculated with wB97M-V/def2-TZVPD.

Structure (XYZ):
```
42
Properties=species:S:1:pos:R:3:forces:R:3
C -0.599891 2.475621 -1.180075 0.144 -0.263 0.261
C -0.340490 2.761307 0.301693 0.391 -0.410 -1.284
O 0.412484 1.667405 0.866777 0.433 -0.006 0.047
C 1.766041 1.639804 0.562870 0.058 0.280 0.351
C 2.587354 2.583386 1.163451 1.455 1.301 -0.133
C 3.971177 2.691452 0.845947 -0.638 -0.961 -0.269
C 4.538419 1.747976 -0.035476 -1.694 -0.059 0.773
Br 6.378736 1.641668 -0.364306 0.302 0.245 -0.082
C 3.711360 0.752838 -0.577091 0.206 0.682 0.256
C 2.345564 0.676778 -0.294571 0.627 1.550 1.351
C 1.546164 -0.354760 -0.884159 -0.720 -0.692 -1.066
C 0.566811 -1.045510 -0.224487 -0.670 0.108 2.431
C -0.217908 -1.947358 -0.904723 0.683 0.728 -1.610
N -1.242042 -2.645874 -0.386137 -0.456 -0.703 0.080
C -2.074356 -2.276321 0.673525 -0.688 -0.216 1.521
C -2.456961 -3.272814 1.607186 -0.341 0.961 -0.410
C -3.352509 -2.931315 2.621313 0.130 0.513 -0.980
C -3.823714 -1.625560 2.692027 -0.429 -0.082 1.073
C -3.448912 -0.620074 1.812635 0.184 -0.736 0.021
C -4.014631 0.693486 1.971898 -1.203 3.477 0.021
N -4.472376 1.778978 2.081482 1.485 -3.544 -0.315
C -2.576289 -0.973104 0.790706 0.484 -0.247 -0.707
N 0.000977 -2.161539 -2.208234 -0.979 -0.598 1.198
C 0.991135 -1.484962 -2.735687 0.080 0.209 0.906
N 1.203334 -1.752279 -4.014250 0.018 -1.440 -2.194
N 1.778368 -0.580511 -2.167413 0.308 0.125 -0.400
H -1.272129 3.250550 -1.552034 0.093 -0.067 -0.257
H -1.091188 1.489237 -1.271407 0.199 0.452 -0.076
H 0.340316 2.456749 -1.753396 -0.380 0.069 0.076
H -1.314889 2.756467 0.774329 0.122 0.182 0.625
H 0.185977 3.732060 0.387547 -0.252 -0.484 0.391
H 2.207880 3.360870 1.857709 -0.079 -0.803 -0.554
H 4.574174 3.469984 1.309496 -0.110 -0.235 -0.108
H 4.147557 0.045438 -1.257942 -0.029 -0.294 -0.106
H 0.360568 -0.905232 0.839307 0.264 0.180 -0.366
H -1.620430 -3.278025 -1.067421 -0.235 -0.264 -0.093
H -2.106256 -4.283000 1.453077 0.111 -0.044 0.155
H -3.770021 -3.646479 3.305560 0.200 -0.293 0.174
H -4.506776 -1.378843 3.498118 -0.018 0.025 -0.104
H -2.292767 -0.288699 0.003112 -0.006 0.294 0.145
H 0.842075 -2.686219 -4.263394 0.463 1.009 -0.116
H 2.138067 -1.533576 -4.277556 0.484 0.050 -0.624
```
Positions in Å, forces in eV/Å.

Results
Lowest unoccupied orbital energy ... -0.01 eV
Energy relative to the best compared isomer or geometry (same formula, charge and spin) ... 0.0 kJ/mol
Kohn-Sham gap ... 8.50 eV
HOMO ... -0.3127 Eh
SMILES string ... CCOc1ccc(Br)cc1-c1cc(Nc2cccc(C#N)c2)nc(N)n1

Record 3
Below is C19H16Cl56GaN3P as an isolated structure in a non-equilibrium geometry, with properties calculated with wB97M-V/def2-TZVPD.

Structure (XYZ):
```
96
Properties=species:S:1:pos:R:3:forces:R:3
C -0.747594 -1.692331 1.697003 0.294 -0.167 -0.065
C 0.174725 -1.553380 0.504855 0.577 0.657 -0.213
N -0.233858 -0.506655 -0.437691 -0.977 -0.600 0.532
Ga -2.074343 -0.573901 -1.006358 -0.094 0.359 -1.181
N -2.628607 -2.275849 -1.793068 0.570 1.585 -0.333
C -2.794658 -3.170265 -0.960959 0.357 -1.535 0.949
C -1.746397 -4.299728 -0.796995 -0.832 0.372 -0.415
C -4.005413 -3.339187 -0.037720 0.403 -1.186 -0.245
P -3.526247 0.204412 0.739437 1.727 0.878 0.895
N -2.610367 1.190369 1.655907 -0.106 -0.280 -0.361
H -0.323419 -2.410241 2.394736 0.049 -0.134 0.234
H -0.837097 -0.728392 2.183585 -0.164 0.234 0.125
H -1.746267 -2.046299 1.451374 -0.191 -0.043 -0.206
H 0.353988 -2.489800 -0.028587 -0.201 -0.399 0.216
H 1.153393 -1.255147 0.908292 0.135 -0.136 0.114
H 0.296627 -0.680293 -1.273811 0.212 0.182 -0.489
H -2.226240 0.501973 -2.167340 -0.037 -0.399 -0.056
H -0.924698 -4.068585 -1.456871 0.302 0.043 -0.133
H -1.399469 -4.364660 0.225942 -0.011 -0.201 0.347
H -2.213681 -5.220706 -1.129641 0.109 -0.454 0.313
H -3.813746 -3.002908 0.970511 0.022 0.348 0.287
H -4.173797 -4.415616 0.044057 -0.124 -0.156 0.155
H -4.905909 -2.931050 -0.457137 -0.206 0.531 0.038
H -4.585490 1.016936 0.239207 -0.481 -0.842 0.031
H -3.988523 -0.832385 1.609233 -0.846 0.121 -0.380
H -3.003690 2.117669 1.663594 -0.120 0.286 0.226
C 1.532789 -0.659241 6.382996 -0.066 0.104 -0.065
Cl 2.626735 -0.038405 7.628842 -0.006 -0.001 -0.017
Cl -0.027444 0.153097 6.493252 0.009 -0.148 0.122
Cl 2.217843 -0.347844 4.786247 -0.060 -0.054 0.044
Cl 1.313155 -2.405441 6.640202 -0.459 0.341 0.158
C -2.307678 4.237351 -2.156776 -0.078 -0.459 0.091
Cl -1.711311 5.575342 -1.146468 -0.376 0.029 -0.064
Cl -3.924449 4.633390 -2.764706 0.052 0.118 -0.009
Cl -1.195979 4.047564 -3.522389 -0.284 -0.449 0.081
Cl -2.371792 2.748310 -1.230739 0.132 0.967 0.012
C -0.552877 4.372701 4.303590 0.008 -0.054 -0.030
Cl 0.068858 2.730098 4.199398 -0.075 0.169 -0.251
Cl 0.761551 5.471305 4.763405 -0.001 0.019 0.087
Cl -1.217279 4.916123 2.756749 -0.011 -0.265 0.167
Cl -1.819887 4.422384 5.541518 -0.023 0.068 0.000
C 2.150440 2.290742 -2.009208 -0.231 -0.098 0.122
Cl 1.359995 3.186969 -0.711440 0.054 -0.041 -0.035
Cl 0.933023 1.509695 -3.010895 0.156 -0.240 0.324
Cl 3.105398 3.408682 -3.003436 0.029 0.028 -0.019
Cl 3.219109 1.064229 -1.311573 0.026 0.026 -0.016
C -0.156010 7.628532 -5.462776 -0.042 -0.017 0.138
Cl -0.443484 6.416389 -6.718020 0.013 0.011 0.009
Cl -0.712470 7.007332 -3.911501 0.187 0.683 -0.194
Cl 1.575722 7.980362 -5.371774 -0.015 0.007 -0.016
Cl -1.037262 9.112409 -5.863895 0.020 -0.002 -0.020
C 5.123019 -3.915948 4.507105 -0.034 0.097 -0.026
Cl 5.254066 -5.672554 4.687353 0.020 0.020 0.004
Cl 4.881679 -3.514841 2.803005 -0.002 -0.017 0.055
Cl 3.749057 -3.325342 5.449607 0.552 -0.351 -0.277
Cl 6.611581 -3.155151 5.089293 -0.108 -0.105 -0.051
C -6.517990 -2.284588 -3.496392 0.134 0.301 0.205
Cl -5.486714 -1.357311 -2.414531 -0.229 -0.006 -0.388
Cl -5.515692 -3.151987 -4.665044 -0.002 -0.081 0.021
Cl -7.475907 -3.439689 -2.552189 -0.008 -0.042 -0.058
Cl -7.610051 -1.197398 -4.375939 -0.071 -0.026 -0.015
C 1.923321 7.332165 1.160086 0.010 -0.012 0.035
Cl 1.219920 8.401260 2.382329 0.121 -0.065 0.110
Cl 0.629346 6.451763 0.343750 0.422 0.208 0.045
Cl 2.818853 8.294808 -0.025450 0.061 -0.028 0.028
Cl 3.025122 6.186917 1.931648 -0.046 0.015 -0.042
C -1.298011 -6.546322 -4.088226 -0.121 0.129 0.049
Cl -1.075257 -7.722668 -2.784393 0.017 -0.015 -0.027
Cl -2.720906 -5.561926 -3.757616 -0.008 -0.021 -0.187
Cl 0.124686 -5.504512 -4.188008 -0.024 -0.044 0.017
Cl -1.513550 -7.406827 -5.623295 -0.398 0.002 0.244
C 9.954923 -3.820004 7.561056 -0.045 -0.044 -0.027
Cl 9.116347 -2.371726 6.995807 0.138 0.059 0.099
Cl 10.556068 -3.549679 9.201721 -0.005 0.001 -0.026
Cl 8.834043 -5.185050 7.560277 0.024 0.036 -0.004
Cl 11.313485 -4.171389 6.485993 -0.021 0.009 0.021
C -0.217943 11.533252 -0.492130 -0.009 -0.106 -0.024
Cl -0.449781 11.952824 -2.194537 0.009 0.005 0.022
Cl 1.373511 12.092112 0.040830 -0.013 0.002 0.000
Cl -1.471800 12.312470 0.482760 0.021 0.009 -0.012
Cl -0.319694 9.785139 -0.297012 -0.180 0.124 -0.153
C 2.363692 -8.384871 -6.192977 -0.035 0.075 -0.013
Cl 3.407574 -7.415700 -5.147717 -0.017 -0.022 -0.022
Cl 3.359119 -9.281095 -7.351072 0.002 -0.008 0.008
Cl 1.441594 -9.525142 -5.206900 0.028 0.020 -0.016
Cl 1.254814 -7.323405 -7.064821 0.477 -0.073 -0.205
C 1.484766 1.894835 -7.199667 -0.037 0.028 0.078
Cl 0.696260 2.788292 -5.901820 0.014 0.064 -0.394
Cl 0.261561 1.103622 -8.201935 0.028 0.011 0.000
Cl 2.430788 3.012071 -8.196622 0.001 -0.006 -0.010
Cl 2.556920 0.674300 -6.504831 -0.014 0.029 -0.017
C -2.990913 -4.332636 6.236466 0.032 0.097 -0.023
Cl -1.437162 -4.501156 5.414565 -0.057 -0.015 -0.021
Cl -2.768834 -4.610742 7.971364 0.001 -0.019 0.009
Cl -3.618929 -2.703266 5.982179 0.031 -0.058 -0.028
Cl -4.132938 -5.519002 5.593774 0.014 0.017 0.008
```
Positions in Å, forces in eV/Å.

Results
Lowest unoccupied orbital energy ... 1.21 eV
Net charge ... -1
Kohn-Sham gap ... 5.25 eV
HOMO ... -0.1485 Eh